Computed, not measured: a 6-piece molecular cluster, C70H156F6N2P4 overall in a non-equilibrium geometry, with ωB97M-V with the def2-TZVPD basis set.

Element x y z (Å)
P -1.52418 -0.32535 0.18254
F -0.25047 -0.42536 1.20951
F -1.43548 -1.94296 -0.02420
F -2.68525 -0.62236 1.27704
F -2.63382 -0.23636 -0.97725
F -1.59697 1.23679 0.55692
F -0.39346 -0.08039 -0.96005
C 5.08168 -3.32120 3.84691
C 4.01311 -2.36132 4.33018
C 2.63767 -2.97098 4.45628
C 1.55686 -1.91849 4.54671
N 0.17119 -2.41767 4.79018
C -0.85492 -1.36787 4.51223
C -2.14454 -2.06646 4.14827
C -1.63994 -3.24288 3.28177
C -0.17291 -3.45261 3.72258
C -0.03389 -3.08166 6.13519
C 0.28290 -2.16520 7.31503
C -0.40264 -2.71943 8.56149
H 6.09840 -2.97325 3.99943
H 4.92117 -3.57653 2.79670
H 4.98970 -4.29212 4.34747
H 3.91113 -1.59680 3.53807
H 4.28075 -1.73712 5.18478
H 2.58035 -3.60104 5.35711
H 2.44022 -3.71201 3.67530
H 1.53211 -1.22865 3.70346
H 1.79641 -1.28945 5.41149
H -0.91365 -0.63825 5.32173
H -0.52315 -0.74329 3.67933
H -2.76548 -2.35311 4.99480
H -2.71210 -1.40655 3.49445
H -2.25177 -4.14051 3.25667
H -1.62196 -2.86280 2.25932
H -0.00813 -4.42589 4.17693
H 0.43999 -3.36567 2.82974
H 0.55775 -3.98885 6.16831
H -1.10576 -3.27773 6.13366
H 0.02605 -1.12976 7.10251
H 1.35400 -2.21718 7.52260
H 0.12561 -2.41862 9.46512
H -0.39498 -3.81149 8.53910
H -1.43814 -2.41461 8.71831
C 3.26262 4.04756 1.50396
C 1.79233 3.69405 1.23571
C 0.85679 4.31201 2.27710
C -0.56706 3.90052 1.90737
N -1.64754 4.35540 2.87817
C -1.32791 3.95519 4.30186
C -1.65739 2.48595 4.34952
C -2.93340 2.39685 3.50966
C -2.88653 3.58211 2.52969
C -1.85565 5.88035 2.74855
C -1.25813 6.76146 3.82869
C -1.32237 8.22060 3.39628
H 3.86052 3.73743 0.64002
H 3.68557 3.53862 2.36822
H 3.39109 5.12838 1.56229
H 1.68401 2.60536 1.25130
H 1.57436 4.00442 0.21055
H 0.89462 5.40096 2.30978
H 1.12311 3.84496 3.22517
H -0.65208 2.82088 1.81255
H -0.87593 4.37094 0.97490
H -2.05001 4.49102 4.91731
H -0.33308 4.29890 4.54559
H -1.90945 2.14924 5.35559
H -0.91870 1.77206 3.98102
H -3.81331 2.56232 4.13742
H -3.14193 1.45303 3.00745
H -3.74560 4.23984 2.62736
H -2.83568 3.28935 1.48276
H -2.93658 5.99778 2.77308
H -1.53179 6.11879 1.73753
H -0.28666 6.43783 4.19802
H -1.88585 6.69527 4.72416
H -0.47395 8.48933 2.76098
H -1.10814 8.82785 4.28230
H -2.25173 8.61225 2.99429
C -1.36784 0.56901 -4.91506
C -1.10740 -0.92500 -5.11852
C -0.64807 -1.64337 -3.83425
C -0.66278 -3.14902 -4.08252
P -0.21658 -4.21904 -2.69495
C 0.41287 -5.79937 -3.30582
C 1.20154 -6.69913 -2.36185
C 2.71320 -6.44218 -2.35004
C 3.44337 -7.35327 -3.32263
C 0.91708 -3.26879 -1.64994
C 1.35009 -3.90693 -0.31980
C 2.63347 -3.28279 0.23946
C 2.52138 -1.80549 0.60146
C -1.69987 -4.51376 -1.71848
C -1.72140 -5.65879 -0.69467
C -2.98494 -5.54115 0.15116
C -3.02145 -6.49181 1.34809
H -1.33202 1.08895 -5.87171
H -0.67348 1.02079 -4.20923
H -2.37644 0.75631 -4.53397
H -0.31851 -1.01212 -5.87376
H -1.99022 -1.40039 -5.55310
H -1.37909 -1.33080 -3.08557
H 0.34591 -1.25338 -3.62141
H -0.05846 -3.44134 -4.94622
H -1.68567 -3.42370 -4.36917
H 0.85617 -5.70708 -4.29698
H -0.56001 -6.29050 -3.47843
H 1.06608 -7.70272 -2.78988
H 0.71728 -6.88471 -1.40161
H 3.16729 -6.57574 -1.36666
H 2.88935 -5.39350 -2.62137
H 3.54350 -8.35964 -2.91337
H 4.47574 -7.03950 -3.48858
H 2.95124 -7.39957 -4.29512
H 0.34063 -2.38351 -1.37149
H 1.73811 -2.88835 -2.26643
H 1.50260 -4.98223 -0.42199
H 0.53304 -3.76575 0.39663
H 3.39877 -3.44256 -0.52761
H 2.95770 -3.86350 1.10729
H 1.79804 -1.66855 1.40390
H 2.15396 -1.21637 -0.24376
H 3.50524 -1.39715 0.83335
H -2.26965 -4.94961 -2.56322
H -2.13044 -3.57335 -1.39260
H -0.88780 -5.51271 0.00484
H -1.55215 -6.62421 -1.16655
H -3.86096 -5.71512 -0.48278
H -3.04521 -4.51757 0.53633
H -3.01267 -7.53717 1.04262
H -3.89292 -6.31698 1.97776
H -2.13681 -6.31252 1.96840
C -11.91173 1.15555 1.23420
C -10.43782 1.26759 1.58608
C -9.52824 1.31886 0.36082
C -9.16816 -0.07524 -0.17943
P -7.39996 -0.15767 -0.60630
C -7.00343 -1.66297 -1.52487
C -5.52512 -1.82067 -1.85721
C -5.28996 -3.17133 -2.57955
C -5.81146 -3.18852 -3.99096
C -7.07162 1.22999 -1.75851
C -6.37421 2.45406 -1.19975
C -4.83946 2.34074 -1.08006
C -4.06414 3.16150 -2.11657
C -6.39535 0.07372 0.87445
C -6.76289 -0.72838 2.12650
C -7.04392 -2.23144 2.00470
C -5.74016 -3.02515 1.87447
H -12.59982 1.31278 2.06091
H -12.09421 0.12202 0.91653
H -12.18165 1.81349 0.40930
H -10.16668 0.46223 2.27892
H -10.25277 2.15201 2.20590
H -8.65082 1.93670 0.57322
H -10.03902 1.90439 -0.40855
H -9.77475 -0.42960 -1.00800
H -9.16316 -0.77266 0.66707
H -7.66767 -1.59982 -2.39542
H -7.41585 -2.49181 -0.94095
H -4.98232 -1.93938 -0.92031
H -5.22051 -0.98827 -2.48871
H -5.69591 -3.95718 -1.93661
H -4.20833 -3.32300 -2.54518
H -6.90044 -3.25819 -4.04102
H -5.44995 -4.01766 -4.60219
H -5.53062 -2.28697 -4.54384
H -8.01743 1.53353 -2.21023
H -6.46741 0.81089 -2.56784
H -6.69055 2.79570 -0.20845
H -6.63926 3.34048 -1.78365
H -4.55378 1.29979 -1.26777
H -4.44044 2.63189 -0.10766
H -4.39150 2.97960 -3.13891
H -2.99211 2.93784 -2.08312
H -4.08189 4.22396 -1.85810
H -6.40457 1.14777 1.07016
H -5.34770 -0.06398 0.57552
H -7.62557 -0.23669 2.58739
H -5.93565 -0.58697 2.82863
H -7.66700 -2.38336 1.12295
H -7.54839 -2.55642 2.91150
H -5.25658 -2.83008 0.91652
H -5.85193 -4.08991 2.07758
H -5.02961 -2.70312 2.64595
C 2.06918 1.32877 -2.68611
C 2.81418 2.67438 -2.69688
C 4.29689 2.54978 -2.30068
C 5.12783 3.57496 -3.08757
P 6.93350 3.36718 -3.14887
C 7.62336 4.73482 -4.09730
C 9.13435 4.92300 -4.01034
C 9.60564 6.20147 -4.72253
C 10.93479 6.72548 -4.20851
C 7.35621 1.77400 -3.88896
C 7.04890 1.62850 -5.36997
C 7.63991 0.39368 -6.03439
C 9.13857 0.49038 -6.28220
C 7.71117 3.41777 -1.50802
C 6.85976 2.96965 -0.30885
C 7.66707 2.89831 0.98101
C 6.95574 2.05191 2.04315
H 2.45968 0.56057 -3.36339
H 1.01730 1.47520 -2.91305
H 2.17498 0.83433 -1.71280
H 2.21107 3.36314 -2.10587
H 2.76310 3.01735 -3.73460
H 4.59114 1.51917 -2.50410
H 4.38935 2.75784 -1.23721
H 5.01836 4.55040 -2.60232
H 4.79792 3.62591 -4.12611
H 7.15228 5.63899 -3.69681
H 7.27989 4.62939 -5.13161
H 9.76479 4.08498 -4.31192
H 9.35442 5.06462 -2.94443
H 8.85012 6.99156 -4.68639
H 9.66827 5.95074 -5.78711
H 11.20614 7.55834 -4.86246
H 11.74636 6.00769 -4.31834
H 10.86125 7.12712 -3.20006
H 6.74675 1.06813 -3.31441
H 8.41847 1.63871 -3.67345
H 7.27411 2.54534 -5.92524
H 5.95874 1.59401 -5.51814
H 7.11269 0.27766 -6.98764
H 7.37499 -0.54538 -5.54130
H 9.66719 0.82136 -5.38214
H 9.43177 1.16030 -7.08896
H 9.55070 -0.49129 -6.51767
H 8.02675 4.44891 -1.33871
H 8.59765 2.78394 -1.59433
H 6.37530 2.02103 -0.54466
H 6.08534 3.73064 -0.15538
H 7.87651 3.89146 1.37754
H 8.64632 2.45679 0.76681
H 7.61263 1.65056 2.80984
H 6.29864 1.29651 1.61178
H 6.27256 2.71030 2.59796

- spin multiplicity = 1
- calculated total energy (hartree) = -4833.99320
- HOMO level (eV) = -17.25
- gap between HOMO and LUMO (eV) = 10.737
- total charge = +4

These are the Mulliken partial charges, in e, on atoms 1 to 5: number 1, P, carries 1.62; number 2, F, carries -0.66; number 3, F, carries -0.34; number 4, F, carries -0.52; number 5, F, carries -0.48